[1]
Entry from the Open Molecules 2025 dataset: a cluster of 2 separate species, C9H13NO in total in a non-equilibrium geometry (ωB97M-V/def2-TZVPD).

Element x y z (Å)
C  2.08  1.93  0.05
N  2.07  0.50  -0.17
C  3.20  -0.31  -0.14
C  2.92  -1.69  -0.08
O  4.36  0.09  0.14
H  3.12  2.06  0.15
H  1.68  2.44  -0.87
H  1.68  2.20  1.00
H  1.25  0.02  -0.39
H  1.78  -1.75  -0.10
H  3.40  -2.05  0.93
H  3.49  -2.04  -0.95
C  -2.61  1.12  0.64
C  -2.36  -0.06  1.41
C  -2.32  -1.29  0.79
C  -2.47  -1.32  -0.60
C  -2.62  -0.15  -1.25
C  -2.75  1.17  -0.66
H  -2.65  2.05  1.12
H  -2.16  -0.11  2.44
H  -2.25  -2.24  1.28
H  -2.79  -2.33  -1.04
H  -2.70  -0.25  -2.31
H  -3.35  2.02  -1.37

Computed properties:
LUMO level (Eh): 0.02570
Orbital gap (eV): 10.20
Maximum force (hartree/bohr): 0.12362
SMILES: CNC(C)=O.c1ccccc1

Results of the natural (NBO) charge analysis, in e, for atoms 1 through 4: -0.42 -0.60 0.65 -0.70



[2]
Entry from the Open Molecules 2025 dataset: a cluster of 2 separate species, C9H11FN2O in total in a non-equilibrium geometry (ωB97M-V/def2-TZVPD).

Element x y z (Å)
N  -2.29  4.08  0.31
C  -1.62  3.22  -0.04
C  -0.71  2.35  -0.46
O  0.33  1.98  0.38
C  -1.02  1.76  -1.62
N  -1.32  1.53  -2.81
H  0.08  2.04  1.27
H  -2.13  0.96  -2.97
F  -1.54  0.46  1.53
C  -0.54  -0.19  0.83
C  -0.82  -0.81  -0.30
C  0.19  -1.72  -0.93
C  1.58  -1.47  -0.43
C  1.50  -1.59  1.06
C  0.66  -0.47  1.68
H  -1.79  -0.61  -0.86
H  0.32  -1.47  -2.04
H  -0.16  -2.66  -0.69
H  2.10  -2.31  -0.83
H  2.06  -0.59  -0.73
H  0.99  -2.58  1.28
H  2.41  -1.61  1.58
H  0.44  -0.73  2.86
H  1.26  0.45  1.93

Computed properties:
LUMO level (Eh): 0.00375
Orbital gap (eV): 9.12
Maximum force (hartree/bohr): 0.09042
SMILES: N#CC(O)=C=N.FC1=CCCCC1

Results of the natural (NBO) charge analysis, in e, for atoms 1 through 4: -0.28 0.21 -0.03 -0.64



[3]
Entry from the Open Molecules 2025 dataset: the molecule C4H8N2 in a non-equilibrium geometry (ωB97M-V/def2-TZVPD).

Element x y z (Å)
C  1.78  -0.15  0.22
N  0.40  -0.21  0.44
C  -0.58  0.44  -0.37
C  -1.49  -0.95  -0.30
C  -0.69  1.91  0.08
N  -0.57  3.01  0.46
H  1.98  -0.54  -0.78
H  2.23  -0.84  0.95
H  2.17  0.86  0.33
H  0.05  -0.19  1.39
H  -0.32  0.56  -1.43
H  -1.38  -1.33  -1.31
H  -1.07  -1.78  0.32
H  -2.51  -0.80  0.01

Computed properties:
LUMO level (Eh): 0.03010
Orbital gap (eV): 9.36
Maximum force (hartree/bohr): 0.03694
SMILES: CN[C@@H](C)C#N

Results of the natural (NBO) charge analysis, in e, for atoms 1 through 4: -0.40 -0.63 -0.15 -0.56